75
Properties=species:S:1:pos:R:3 method="wB97M-V/def2-TZVPD" largest_force_ev_per_a=3.2 charge=+1 homo_lumo_gap_ev=8.48
Sr -0.394 0.266 0.271
C 3.675 1.191 -0.329
P 2.644 -0.059 0.531
C 3.765 -1.508 0.454
C 2.892 0.480 2.288
C 2.077 -0.350 3.286
P 0.254 -0.102 3.091
C -0.387 -1.372 4.241
C -0.039 1.427 4.058
H 4.647 1.287 0.158
H 3.170 2.157 -0.333
H 3.825 0.879 -1.363
H 4.735 -1.259 0.887
H 3.902 -1.790 -0.589
H 3.339 -2.360 0.982
H 2.607 1.535 2.352
H 3.958 0.415 2.515
H 2.360 -0.105 4.312
H 2.273 -1.416 3.136
H 0.078 -1.274 5.222
H -0.187 -2.365 3.842
H -1.466 -1.252 4.340
H 0.419 1.361 5.046
H -1.116 1.556 4.165
H 0.351 2.300 3.532
Cl -6.409 3.506 1.624
C -5.114 4.264 0.773
C -4.999 4.116 -0.601
C -3.986 4.784 -1.264
C -3.074 5.594 -0.596
C -2.043 6.395 -1.371
C -1.118 5.476 -2.183
N -0.501 4.493 -1.312
C 0.337 4.754 -0.259
C 0.666 3.542 0.266
N 0.061 2.543 -0.462
C -0.637 3.158 -1.397
O -2.703 7.408 -2.121
C -2.448 7.616 -3.507
C -3.132 6.651 -4.439
C -4.488 6.520 -4.529
Cl -5.656 7.420 -3.664
S -4.964 5.330 -5.683
C -3.326 5.025 -6.089
C -2.471 5.789 -5.363
C -3.191 5.682 0.791
Cl -2.084 6.625 1.738
C -4.204 5.031 1.478
H -5.709 3.508 -1.145
H -3.924 4.694 -2.343
H -1.420 6.917 -0.644
H -0.334 6.063 -2.662
H -1.676 4.945 -2.951
H 0.615 5.752 0.033
H 1.311 3.328 1.104
H -1.242 2.672 -2.147
H -1.375 7.641 -3.718
H -2.841 8.617 -3.687
H -3.090 4.302 -6.854
H -1.396 5.765 -5.486
H -4.292 5.139 2.550
I -8.883 -1.743 -1.237
C -6.869 -1.254 -0.886
C -5.870 -2.062 -1.409
C -4.544 -1.737 -1.175
C -4.222 -0.618 -0.415
C -5.233 0.182 0.105
C -6.561 -0.130 -0.133
C -2.794 -0.269 -0.162
O -1.888 -0.915 -0.771
O -2.514 0.663 0.647
H -6.119 -2.934 -1.998
H -3.749 -2.349 -1.579
H -4.971 1.048 0.697
H -7.342 0.501 0.266

=====

8
Properties=species:S:1:pos:R:3 method="wB97M-V/def2-TZVPD" largest_force_ev_per_a=5.6 charge=0 homo_lumo_gap_ev=10.20
C 0.521 -0.478 -0.032
N -1.496 0.581 0.307
O -0.424 0.551 -0.516
F -2.392 -0.491 -0.019
H 0.326 -1.494 -0.570
H 0.493 -0.461 1.028
H 1.506 -0.165 -0.441
H -2.362 1.579 -0.396

=====

11
Properties=species:S:1:pos:R:3 method="wB97M-V/def2-TZVPD" largest_force_ev_per_a=3.4 charge=0 homo_lumo_gap_ev=9.99
O -1.307 0.928 -0.140
C -1.484 1.055 1.028
O -0.612 0.659 2.017
H -2.504 1.314 1.542
H -0.014 0.058 1.645
C 0.999 -0.512 -1.488
S 1.875 -1.023 0.114
H 1.748 -0.417 -2.315
H 0.506 0.462 -1.389
H 0.252 -1.328 -1.774
H 0.540 -1.195 0.761

=====

51
Properties=species:S:1:pos:R:3 method="wB97M-V/def2-TZVPD" largest_force_ev_per_a=2.1 charge=+2 homo_lumo_gap_ev=2.78
Tl 3.187 1.189 1.243
O 0.519 0.385 1.187
H -0.211 0.888 1.606
C -3.755 -1.802 2.196
O -3.025 -0.608 2.540
C -3.312 0.447 1.812
O -4.038 0.500 0.865
O -2.649 1.494 2.305
C -2.949 2.762 1.753
H -3.511 -2.067 1.166
H -4.837 -1.700 2.261
H -3.437 -2.563 2.901
H -3.973 3.098 1.903
H -2.729 2.743 0.680
H -2.281 3.509 2.177
C -1.698 -6.716 1.174
O -0.761 -5.703 1.570
C -0.966 -4.466 1.203
O -1.793 -4.073 0.420
O -0.090 -3.698 1.866
C -0.277 -2.308 1.801
H -2.624 -6.313 0.772
H -1.933 -7.349 2.025
H -1.201 -7.308 0.405
H 0.689 -1.784 1.815
H -0.821 -1.980 2.695
H -0.819 -2.042 0.895
C 3.782 0.251 -4.035
O 2.830 -0.727 -3.609
C 2.111 -0.480 -2.539
O 2.157 0.481 -1.821
O 1.416 -1.616 -2.294
C 0.662 -1.724 -1.153
H 3.382 0.809 -4.881
H 4.661 -0.300 -4.361
H 4.046 0.940 -3.236
H 0.210 -0.731 -0.875
H 1.258 -1.829 -0.231
H -0.173 -2.415 -1.237
C -0.176 3.624 -0.310
O 0.693 4.612 -0.818
C 1.969 4.380 -0.932
O 2.568 3.363 -0.614
O 2.522 5.404 -1.538
C 3.882 5.355 -1.930
H -0.236 3.657 0.778
H 0.152 2.647 -0.676
H -1.201 3.708 -0.666
H 4.524 4.784 -1.264
H 4.303 6.348 -2.063
H 3.955 4.919 -2.929

=====

Relative energy (zero: lowest compared OMol25 entry of this formula, charge and spin) / kJ/mol: 134.6, 529.6, 87.9, 291.2
LUMO level / eV: -2.158, 0.204, 0.585, -13.486
DFT total energy / hartree: -4249.9057, -270.1510, -628.4358, -1621.9850